{"formula": "C4H8N4", "method": "ωB97M-V/def2-TZVPD", "total_charge": 0, "homo_lumo_gap_ev": 8.21, "smiles": "N/N=C/C=C\\C=N\\N", "relative_energy_kj_mol": 388.3, "e_homo_ev": -7.58, "species": ["N", "N", "C", "C", "C", "C", "N", "N", "H", "H", "H", "H", "H", "H", "H", "H"], "coordinates": [[2.2404, -1.5631, 0.0097], [1.3046, -0.5989, -0.0185], [1.6224, 0.6296, -0.0699], [0.6874, 1.7118, -0.1065], [-0.6663, 1.7254, 0.0172], [-1.5647, 0.6211, 0.2611], [-1.3398, -0.5443, -0.2190], [-2.2879, -1.5298, 0.0326], [1.9099, -2.4564, 0.4296], [3.2352, -1.4608, 0.2425], [2.7661, 0.7648, -0.0333], [1.2457, 2.5658, -0.2743], [-1.0578, 2.6661, -0.0721], [-2.5817, 0.9862, 0.7014], [-3.2807, -1.1698, 0.1473], [-2.0521, -2.2541, -0.6080]], "forces_ev_per_a": [[0.1290, -2.0374, 0.5353], [-0.1348, -0.7804, 0.3822], [2.5032, -1.5294, 0.3871], [-1.1791, -1.4904, 0.0444], [2.8109, -1.6313, 0.0855], [-1.6461, 0.6106, -0.4052], [-1.3974, 0.1566, 1.0918], [-0.2392, 1.8640, 0.4878], [0.0021, 1.3114, -0.7396], [-0.4606, 1.0108, -0.0566], [-1.5295, 0.8085, -0.1680], [0.3080, 2.2595, -0.2967], [-1.3669, 2.2132, 0.0170], [1.4567, -1.1505, -0.4651], [1.6153, -0.9834, -0.5370], [-0.8717, -0.6316, -0.3629]]}